C4H9NO2 in the gas phase, computed with ωB97M-V/def2-TZVPD.

Output
**HOMO energy**: -9.2 eV
**Relative energy (zero: lowest compared OMol25 entry of this formula, charge and spin)**: 91.2 kcal/mol
**SMILES**: N[C@H](CO)CC=O
**LUMO energy**: 0.49 eV
**Kohn-Sham gap**: 9.68 eV

Element x y z (Å)
C (-1.687, -0.097, 0.493)
O (-2.138, -0.796, 1.768)
C (-0.126, -0.205, 0.133)
C (0.039, 0.716, -1.052)
C (1.494, 1.333, -1.025)
O (2.431, 1.053, -0.173)
N (0.297, -1.553, -0.200)
H (-1.917, 0.999, 0.549)
H (-2.390, -0.536, -0.253)
H (-1.435, -1.533, 1.679)
H (0.654, 0.070, 1.023)
H (-0.621, 1.703, -1.090)
H (-0.097, 0.214, -2.004)
H (1.807, 1.711, -1.983)
H (1.366, -1.874, -0.079)
H (-0.114, -2.424, -0.500)

Charge distribution, natural (NBO) scheme, values in e: -0.09 -0.72 -0.10 -0.52 0.43 -0.54 -0.94 0.18 0.18 0.47 0.25 0.23 0.25 0.13 0.39 0.40